(1)
14
Properties=species:S:1:pos:R:3 method="wB97M-V/def2-TZVPD" spin_multiplicity=1 charge=0 homo_lumo_gap_ev="7.760 / 7.762" e_above_lowest_ev=2.9541 largest_force_ev_per_a=2.05 e_lumo_ev="-1.426 / -1.426"
C 1.63692 -1.58155 -0.00420
C 0.77918 -0.63310 -0.39558
C -0.35743 1.62253 -0.13409
C 0.46967 0.50575 0.40227
O -2.29453 -1.25392 -0.68328
O -1.53304 1.17517 -0.71207
O -1.29492 -0.18744 1.31441
S -2.32976 -0.10597 0.18715
H 1.83941 -2.44265 -0.61763
H 2.14435 -1.53395 0.94805
H 0.24497 -0.73428 -1.33083
H -0.56335 2.35240 0.66121
H 0.20732 2.12966 -0.93029
H 1.05121 0.68737 1.29488

---

(2)
37
Properties=species:S:1:pos:R:3 method="wB97M-V/def2-TZVPD" spin_multiplicity=2 charge=0 homo_lumo_gap_ev="5.258 / 6.719" e_above_lowest_ev=0.8897 largest_force_ev_per_a=2.18 e_lumo_ev="-1.055 / 0.218"
Co -0.14040 0.15680 0.09080
C -5.24300 0.29500 0.39470
C -3.97070 0.23670 -0.45820
C -4.07120 -0.87630 -1.49520
C -2.76430 0.08540 0.43370
C -2.06740 1.22470 0.86570
C -1.03570 1.12770 1.81170
C -0.66940 -0.12440 2.33940
C 0.26780 -0.22410 3.50610
C -1.28000 -1.26640 1.80500
C -2.32770 -1.16100 0.88640
H -6.11360 0.47180 -0.23550
H -5.18030 1.10020 1.12360
H -5.39380 -0.64140 0.92950
H -3.87500 1.19010 -0.98980
H -4.34080 -1.82460 -1.03640
H -3.12040 -0.99410 -2.00750
H -4.83450 -0.62800 -2.22770
H -2.41100 2.20340 0.55260
H -0.60970 2.03170 2.23520
H 1.30710 -0.23450 3.17350
H 0.07810 -1.13840 4.06550
H 0.13110 0.62970 4.16940
H -0.99990 -2.24170 2.18120
H -2.83130 -2.06150 0.57170
C 1.89270 -0.00310 -3.99220
C 1.55420 -0.00650 -2.53090
S -0.12790 -0.02010 -2.16320
C 2.51800 -0.00120 -1.56060
C 3.98450 0.00050 -1.86930
S 2.13690 -0.00740 0.11880
H 0.97560 -0.00210 -4.57250
H 2.47480 -0.88550 -4.25720
H 2.47310 0.88210 -4.25200
H 4.18380 0.00100 -2.93580
H 4.44810 -0.87950 -1.42610
H 4.44670 0.88110 -1.42550

---

(3)
19
Properties=species:S:1:pos:R:3 method="wB97M-V/def2-TZVPD" spin_multiplicity=1 charge=0 homo_lumo_gap_ev=9.380 e_above_lowest_ev=5.2855 smiles="O=c1on(CO)c2ccccc12" largest_force_ev_per_a=8.00 e_lumo_ev=0.187
C 1.84976 -1.22890 1.27982
C -1.57561 -0.19434 1.47954
C -1.31261 0.27281 0.02041
C -1.55375 1.55072 -0.73068
C -0.78756 1.65025 -1.73572
C 0.11359 0.46731 -2.29306
C 0.26125 -0.59701 -1.56628
C -0.40198 -0.67257 -0.27230
H 1.20840 0.46908 2.44678
H 1.74254 -1.92545 2.13913
H 2.71896 -1.28869 0.43947
H -2.26685 2.29440 -0.42445
H -1.03525 2.18253 -2.53692
H 0.51078 0.44968 -3.31061
H 1.09990 -1.21497 -1.87917
N 0.25820 -1.49499 0.71016
O 1.98735 0.07276 1.89110
O -0.49395 -0.99705 1.94648
O -2.32316 0.20442 2.39631

---

(4)
22
Properties=species:S:1:pos:R:3 method="wB97M-V/def2-TZVPD" spin_multiplicity=1 charge=0 homo_lumo_gap_ev=5.355 e_above_lowest_ev=6.7634 largest_force_ev_per_a=3.93 e_lumo_ev=-1.094
C 1.16702 -1.28941 -2.67848
C 0.77537 -1.02937 -1.21114
C -0.48365 -0.45338 -0.83031
C -0.83887 0.77454 0.04133
C -0.06375 0.48854 1.33036
C -0.75621 -0.16220 2.33356
C -0.42367 -0.41692 3.67921
C -0.44619 2.24259 -0.47577
H 0.89946 -0.41721 -3.27245
H 0.67352 -2.16178 -3.13710
H 2.22274 -1.61357 -2.46340
H 1.68405 -0.56957 -0.82403
H 0.79537 -2.10457 -0.85205
H -1.90643 0.92195 0.38239
H -1.36326 -0.81661 -1.37195
H 0.91269 1.00149 1.63613
H -1.32368 -0.79559 1.65449
H 0.57961 -0.29347 4.13876
H -1.18375 -1.11813 4.14464
H -0.28867 3.08924 0.23551
H 0.48729 2.08344 -1.13169
H -1.11899 2.63997 -1.32801

---

(5)
166
Properties=species:S:1:pos:R:3 method="wB97M-V/def2-TZVPD" spin_multiplicity=2 charge=-1 homo_lumo_gap_ev="1.681 / 8.304" e_above_lowest_ev=0.8538 largest_force_ev_per_a=4.63 e_lumo_ev="1.976 / 1.925"
C -1.63511 0.42200 1.89401
C -1.05104 -0.98327 1.61442
C -2.25099 -1.96280 1.59143
C -3.19537 -1.85454 0.30496
C -2.23683 -1.77440 -0.88270
C -1.03962 -0.82747 -0.96493
N -0.26372 -0.96492 0.31143
O 0.78909 -0.10907 0.32880
C -0.14370 -1.35857 -2.12090
C -1.55547 0.60248 -1.31495
C -0.07722 -1.46689 2.72222
H -2.54467 0.73839 1.38341
H -0.93550 1.25177 1.79341
H -1.72081 0.55297 2.97271
H -1.76874 -2.94029 1.58403
H -2.87050 -1.78663 2.47078
H -3.91860 -1.05522 0.46664
H -3.71898 -2.79495 0.13304
H -2.91470 -1.61294 -1.72087
H -1.90048 -2.81096 -0.90515
H 0.22200 -2.34402 -1.83239
H -0.68842 -1.42930 -3.06237
H 0.66752 -0.64236 -2.25158
H -0.83742 1.39064 -1.08843
H -1.72669 0.86622 -2.35861
H -2.50401 0.86497 -0.84648
H 0.66709 -0.67174 2.76518
H 0.41506 -2.40554 2.46785
H -0.29549 -1.49443 3.78979
H 1.53366 -0.71457 0.30481
C 5.11004 0.34168 -4.28642
C 3.93118 1.19987 -4.73600
C 2.83487 1.11342 -3.57120
C 1.69021 2.07257 -3.72888
C 2.43871 3.41127 -3.66112
C 3.50098 3.67349 -4.82056
N 4.43866 2.55132 -4.83955
O 5.49921 2.65936 -5.81592
C 2.87681 3.92028 -6.22781
C 4.31750 4.93503 -4.39935
C 3.41561 0.54314 -5.98672
H 4.89104 -0.71216 -4.11448
H 5.60125 0.67638 -3.37275
H 5.83927 0.35199 -5.09650
H 2.38543 0.12161 -3.52202
H 3.27492 1.28376 -2.58863
H 1.09693 2.02957 -2.81550
H 1.12967 1.89235 -4.64617
H 2.71880 3.68154 -2.64299
H 1.59648 4.07973 -3.83977
H 3.52382 4.64072 -6.72827
H 2.61892 3.11529 -6.91597
H 1.85944 4.22421 -5.98146
H 4.98323 4.71991 -3.56351
H 4.95685 5.15672 -5.25387
H 3.72267 5.82900 -4.21205
H 4.17432 0.32436 -6.73811
H 2.69509 1.19191 -6.48475
H 2.90388 -0.36994 -5.68253
H 6.22325 2.92158 -5.24267
C 1.48402 -1.80893 8.59439
C 2.11644 -0.97071 7.49284
C 0.88866 -0.59628 6.55964
C 0.07817 0.63912 7.00822
C 1.09913 1.79683 7.24637
C 2.21300 1.49125 8.26329
N 2.88681 0.23125 7.82944
O 4.05966 -0.11659 8.64490
C 3.21572 2.67797 8.02142
C 1.60850 1.49623 9.67839
C 3.08719 -1.79554 6.55159
H 2.21260 -2.22666 9.28921
H 0.87284 -2.61040 8.17942
H 0.78778 -1.18107 9.15040
H 1.31888 -0.40481 5.57661
H 0.14715 -1.35374 6.30565
H -0.45702 0.40307 7.92797
H -0.67527 0.75404 6.22897
H 0.56079 2.65758 7.64311
H 1.50228 2.13957 6.29343
H 4.15878 2.49921 8.53792
H 3.57459 2.87139 7.01053
H 2.78154 3.65024 8.25439
H 1.84319 2.48011 10.08458
H 0.55090 1.25772 9.56569
H 2.10224 0.71633 10.25813
H 3.54242 -1.23406 5.73574
H 2.52015 -2.55800 6.01755
H 3.91965 -2.26683 7.07408
H 4.73930 0.09263 7.99999
C 2.05226 -3.72817 0.70680
O 2.69385 -2.66987 0.64675
N 2.46627 -4.89846 1.06266
N 0.79077 -3.77307 0.40579
H 3.41813 -5.11379 1.32283
H 1.83938 -5.68216 0.94898
H 0.25089 -2.94591 0.19501
H 0.42814 -4.71069 0.50315
C -4.22066 3.59949 -0.31326
C -4.35780 3.06469 -1.78540
C -5.51956 2.19680 -2.17087
O -5.51071 0.95381 -1.42427
C -6.70832 0.25341 -1.65926
N -4.26312 4.26570 -2.60546
H -3.23041 4.03116 -0.16777
H -4.25966 2.68566 0.27961
H -4.88453 4.40652 -0.00329
H -3.42696 2.54177 -2.00492
H -5.46871 1.94432 -3.23001
H -6.42081 2.80359 -2.08336
H -6.43485 -0.31905 -2.54560
H -7.69109 0.71829 -1.73771
H -6.82954 -0.51664 -0.89739
H -4.93729 4.90957 -2.21685
H -3.44355 4.76691 -2.29371
C -2.24896 2.15617 -5.18254
C -2.73674 3.27037 -6.17245
C -3.91507 2.77299 -7.04466
O -4.41843 3.80873 -7.91990
C -5.34241 3.27769 -8.82810
N -3.11129 4.50436 -5.49593
H -2.00698 1.26559 -5.76256
H -3.07508 1.92857 -4.50888
H -1.46842 2.39488 -4.46014
H -1.93993 3.47610 -6.88720
H -4.69108 2.42975 -6.36049
H -3.58205 1.91857 -7.63387
H -5.97213 4.14498 -9.02650
H -5.99004 2.48370 -8.45628
H -4.86943 3.14837 -9.80158
H -3.94449 4.73522 -6.01802
H -3.55936 4.29565 -4.61515
C 3.88153 0.55090 0.05355
C 4.86291 0.28330 1.25967
C 4.04951 -0.16711 2.42831
O 4.88470 -0.08106 3.66668
C 4.96812 1.24252 4.21170
N 5.80683 -0.76106 0.83209
H 2.93604 1.03886 0.29028
H 3.78772 -0.45860 -0.34671
H 4.37707 1.26615 -0.60292
H 5.56334 1.09705 1.44758
H 3.77764 -1.21184 2.27756
H 3.13248 0.40906 2.55159
H 5.55256 1.17104 5.12899
H 4.01516 1.58934 4.61129
H 5.49097 1.90486 3.52175
H 5.19841 -1.50866 0.53040
H 6.18953 -1.31827 1.58253
C -3.03588 -5.77760 -0.56393
C -3.09744 -7.29705 -0.38764
C -4.42102 -7.74243 0.19747
O -4.57064 -7.12107 1.50982
C -5.94467 -6.92750 1.93512
N -2.89177 -7.94659 -1.66733
H -2.10397 -5.44803 -1.02331
H -3.05134 -5.14593 0.32425
H -3.94079 -5.48987 -1.09912
H -2.26478 -7.64964 0.22101
H -4.44660 -8.83193 0.21867
H -5.21137 -7.50406 -0.51430
H -6.05278 -6.55156 2.95251
H -6.45855 -7.88817 1.90154
H -6.35749 -6.27204 1.16826
H -3.55391 -7.55428 -2.32137
H -2.02192 -7.69022 -2.11201

---

(6)
93
Properties=species:S:1:pos:R:3 method="wB97M-V/def2-TZVPD" spin_multiplicity=1 charge=+1 homo_lumo_gap_ev=7.648 e_above_lowest_ev=0.3527 largest_force_ev_per_a=1.43 e_lumo_ev=-2.263
C -2.49741 -2.95423 2.68689
C -1.89821 -2.41855 1.37140
I -3.48625 -1.66977 0.15932
C -0.76044 -1.42909 1.61187
I -1.42373 0.46038 2.36190
C 0.16614 -1.33687 0.38423
C 1.60607 -1.62837 0.84975
C 2.52254 -1.18544 -0.29415
N 1.61817 -0.37918 -1.18955
P 2.41363 0.96500 -2.21799
C 2.28329 0.13379 -3.83428
O 3.97025 0.73834 -1.86483
C 0.44400 0.01317 -0.31651
P -0.99805 0.86728 -1.16846
O -0.47127 0.92876 -2.72950
Br -0.73040 2.98080 -0.47910
H -1.76329 -2.85298 3.48585
H -3.39575 -2.40757 2.95665
H -2.74690 -4.00423 2.56130
H -1.44329 -3.26399 0.85797
H -0.17858 -1.86798 2.41887
H -0.13214 -2.01467 -0.41812
H 1.75948 -0.90830 1.65619
H 1.76698 -2.62539 1.24641
H 3.21883 -0.46604 0.13226
H 3.11018 -1.93007 -0.81723
H 1.25467 -1.05641 -1.86620
H 1.27656 -0.26956 -3.92651
H 3.00071 -0.68554 -3.91722
H 2.43393 0.87666 -4.61263
H 4.46007 0.45163 -2.66329
H 0.87418 0.71254 0.40303
H -0.53135 1.83727 -3.04190
C -5.00273 2.99774 -1.74892
S -5.02053 2.84307 0.04426
O -5.91165 1.69076 0.36652
C -5.95080 4.33435 0.36151
H -4.49390 2.12346 -2.15303
H -6.02566 3.03491 -2.12342
H -4.46015 3.90203 -2.02577
H -6.90894 4.28062 -0.15529
H -5.38072 5.20104 0.02925
H -6.11307 4.39677 1.43261
C -1.95854 -3.82662 -2.89797
S -1.10567 -5.00302 -1.85736
O -0.15971 -4.17884 -1.03303
C -0.12112 -5.77024 -3.14276
H -2.58859 -3.22573 -2.23993
H -1.21084 -3.19791 -3.38445
H -2.57313 -4.33141 -3.64205
H 0.47704 -5.01037 -3.64554
H -0.78360 -6.26848 -3.84970
H 0.52903 -6.50378 -2.67132
C -8.64963 5.01686 5.21925
S -7.81191 4.46791 3.72857
O -8.12355 5.45710 2.66387
C -8.84937 3.03439 3.42941
H -8.17337 5.93892 5.54486
H -9.70065 5.20093 4.99789
H -8.54609 4.25608 5.99273
H -9.88631 3.35347 3.32548
H -8.74242 2.33226 4.25614
H -8.50661 2.56901 2.50685
C -0.80462 4.35959 2.78266
S -2.37220 4.58885 3.63065
O -3.38798 4.85913 2.58172
C -1.95897 6.16217 4.38879
H -0.86913 3.43979 2.20725
H -0.62061 5.19928 2.11109
H 0.00202 4.27397 3.51166
H -1.70348 6.88266 3.61213
H -1.12525 6.02428 5.07711
H -2.83482 6.50265 4.93622
C 8.44548 -1.56867 -3.92653
S 7.01928 -1.07689 -2.96911
O 5.94847 -0.60456 -3.91891
C 7.76396 0.41144 -2.29212
H 8.18288 -2.47186 -4.47170
H 8.70785 -0.77210 -4.62267
H 9.26520 -1.78103 -3.24344
H 8.07717 1.06710 -3.10443
H 8.61633 0.13313 -1.67349
H 7.01538 0.91152 -1.68004
C 7.57734 -4.12107 1.03748
S 8.15474 -4.78961 -0.52565
O 7.93330 -3.73359 -1.55227
C 6.83487 -5.98893 -0.72507
H 8.24972 -3.31399 1.31977
H 6.56480 -3.73612 0.91542
H 7.60451 -4.90206 1.79681
H 5.87403 -5.47434 -0.72491
H 6.88346 -6.71672 0.08443
H 6.98678 -6.49074 -1.67791